1.
99
Properties=species:S:1:pos:R:3:forces:R:3:mulliken_charge:R:1 method="wB97M-V/def2-TZVPD" molar_mass_g_mol=712.73 lumo_energy_ev=-5.06 charge=+1 homo_ev=-10.1 total_energy_ha=-4667.0590
O 1.71077 -2.52126 -1.30580 -0.7285 2.3189 4.0035 -0.59
C 1.59807 -2.06339 -0.13792 0.9255 -1.7013 -1.9574 -0.30
C 2.23477 -0.67541 0.34040 -0.4618 -0.0921 0.7872 -0.18
C 1.12914 0.50224 0.17219 0.2714 -0.4869 1.9233 -0.34
N 0.22059 0.26274 -1.02969 2.4489 1.4556 -2.4508 1.02
N -0.98876 -0.18914 -0.72078 -2.1390 -0.7210 -3.8809 -1.18
C -1.86549 -0.46087 -1.79422 1.8652 0.8679 -1.5407 0.07
Br -3.65108 -1.19874 -1.36403 2.2401 0.9362 -0.3735 -0.05
C -1.53752 -0.22527 -3.32863 3.9027 1.1412 2.6484 -0.31
C -0.08227 0.31803 -3.58155 -2.7608 -1.3052 2.4634 0.57
F 0.36823 0.54482 -4.89756 -1.0109 -0.5340 3.9445 -0.30
C 0.81618 0.55719 -2.29842 -2.3053 -0.9918 -2.3394 0.60
C 2.30227 1.05690 -2.57097 -0.0661 0.0666 -0.5335 -1.05
C 2.61542 2.55961 -2.09466 1.2972 -0.0125 1.7552 -0.17
C 3.98130 2.47013 -1.20418 0.3472 0.3380 0.1772 -0.12
C 4.13728 3.68882 -0.17520 0.7668 -0.3389 0.0710 -1.11
N 3.28756 3.43098 1.03375 -0.3022 0.4760 -0.2596 0.30
C 1.99414 4.07511 1.13274 0.2149 -3.2595 5.3300 -0.31
C 1.48577 3.56104 2.51251 2.7387 -0.7189 -1.4717 -0.56
C 2.55636 2.60465 3.14651 0.9738 1.7886 -4.3676 -0.55
C 3.71956 2.56000 2.10791 -4.7894 1.7022 1.3869 -0.24
N 0.87201 -2.84587 0.91492 1.4278 -0.3387 -1.1743 0.12
C 1.78145 -3.79566 1.59112 3.1439 -2.9010 2.3889 0.65
C 3.25895 -3.42795 1.99050 -0.6636 -2.9169 0.8028 -0.16
C 4.21560 -4.45284 2.70892 -3.5931 -1.0100 -0.9755 -0.50
C 3.72636 -5.88083 3.06724 -2.4065 2.8673 -1.8748 -0.46
C 2.26479 -6.25531 2.68635 1.2104 3.1198 -0.8612 -0.51
C 1.32331 -5.24571 1.96304 2.8218 1.0534 0.6482 -0.40
H 3.23942 -0.43895 -0.14347 -1.5934 -0.5581 0.2954 0.29
H 2.43892 -0.73660 1.47888 -0.4920 0.1170 -1.9068 0.57
H 0.48503 0.44387 1.13182 0.6885 0.1160 -1.9724 0.48
H 1.58062 1.55522 0.17536 -0.5997 -1.5669 -0.3432 -0.33
H -2.28057 -0.45166 -4.16126 1.1716 0.3570 1.3631 0.41
H 2.49733 1.02399 -3.71221 -0.7464 -0.2095 1.8774 0.42
H 3.07634 0.32906 -2.12326 -1.5247 1.0511 -0.5491 0.54
H 1.82299 3.00038 -1.37503 1.0320 -0.7437 -1.4660 0.01
H 2.82978 3.29810 -2.94480 -0.7053 -1.2638 1.1113 0.58
H 4.01436 1.50434 -0.56849 -0.1938 1.5316 -1.0353 -0.18
H 4.90768 2.43900 -1.87585 -1.3545 0.0391 0.7553 0.47
H 3.85920 4.69209 -0.64314 0.1794 -1.4301 0.6559 0.31
H 5.22859 3.80200 0.19657 -1.7611 -0.3473 -0.7572 0.35
H 1.46557 4.78975 0.40307 1.5056 -1.3638 1.1693 0.39
H 0.50454 3.83408 3.03399 1.7024 -0.4012 -1.0509 0.35
H 2.54241 2.04187 4.14513 -0.0928 1.1427 -1.8336 0.35
H 4.70704 1.99005 2.10846 -1.6351 1.1893 -0.1724 0.36
H 0.13899 -3.38189 0.40551 0.8076 0.3063 0.5243 0.42
H 3.73153 -2.40492 1.77384 -0.9798 -1.7680 0.2782 0.09
H 5.29162 -4.12612 2.93919 -1.9440 -0.5465 -0.3812 0.30
H 4.42051 -6.61629 3.59560 -1.2184 1.1808 -0.9138 0.33
H 1.87197 -7.30996 2.90890 0.6311 1.8962 -0.3814 0.31
H 0.25996 -5.56162 1.68330 1.7410 0.4363 0.4929 0.25
C -1.65869 -3.23875 3.90443 -0.1811 0.0814 0.2694 -0.63
O -3.04648 -3.04588 4.12670 0.2606 -0.0549 -0.4676 -0.34
C -3.87334 -3.49389 3.05229 -0.5014 -0.1444 0.3397 -0.68
C -4.62473 -4.77384 3.42753 0.5562 0.0452 -0.0304 -0.26
N -3.71812 -5.91909 3.51875 -0.1017 0.1326 0.0925 -0.27
C -4.29055 -7.09526 4.18228 0.1185 0.0983 0.0591 -0.70
C -4.79972 -6.94228 5.62639 0.1776 -0.4193 -0.0478 -0.47
O -3.77412 -6.73900 6.59300 -0.3047 0.1887 -0.1872 -0.43
C -3.28803 -5.40905 6.67404 0.1726 -0.2930 0.1233 -0.45
H -1.11331 -2.65790 4.65068 -0.1149 -0.0201 -0.0332 0.29
H -1.38223 -4.28845 4.03117 0.1673 -0.0442 -0.1418 0.26
H -1.35987 -2.89349 2.90996 0.0259 -0.0405 -0.0288 0.25
H -3.30634 -3.62122 2.12272 0.1249 -0.1017 0.1285 0.29
H -4.61043 -2.70522 2.87973 -0.0169 0.0053 -0.0088 0.42
H -5.38808 -4.98115 2.67055 0.0144 0.0003 0.0199 0.39
H -5.13134 -4.58676 4.37960 -0.1400 0.1596 -0.0490 0.15
H -2.88519 -5.64500 4.02665 -0.1410 0.0056 -0.0519 0.04
H -3.50849 -7.86007 4.18212 -0.1085 -0.0231 0.0571 0.37
H -5.10634 -7.47985 3.55828 -0.0118 0.0692 0.0959 0.38
H -5.27268 -7.89135 5.89942 0.0895 0.0587 -0.0098 0.35
H -5.58041 -6.18220 5.72470 0.0769 0.1760 -0.0349 0.35
H -4.07101 -4.66696 6.49775 0.0305 -0.0224 -0.1027 0.26
H -2.46179 -5.27191 5.97244 -0.0427 0.2639 -0.0436 0.11
H -2.88542 -5.25235 7.67561 -0.0843 -0.1064 0.0162 0.33
C -0.91576 5.82054 -2.07409 0.1859 0.1621 0.0076 -0.86
O 0.05600 5.05890 -2.77604 -0.2840 -0.3787 0.2032 -0.34
C -0.44356 3.83363 -3.31025 0.2153 0.1468 -0.5249 0.02
C -0.57919 3.90777 -4.83382 -0.3125 0.3853 0.3468 -0.19
N -1.66981 4.79711 -5.23098 0.2739 -0.0852 0.0651 -0.36
C -1.65860 5.17609 -6.64824 0.0285 0.1051 0.0798 -0.72
C -0.41257 5.88888 -7.20297 -0.3880 0.1993 -0.2027 -0.47
O -0.22808 7.21416 -6.71694 0.1825 -0.4173 0.0423 -0.45
C 0.35604 7.29946 -5.42783 -0.2132 0.2898 -0.1814 -0.46
H -0.39394 6.59588 -1.50987 0.0374 -0.0958 -0.0918 0.26
H -1.60141 6.31532 -2.76545 -0.1630 -0.0216 0.1039 0.40
H -1.48016 5.20060 -1.37158 -0.0445 0.0013 -0.0488 0.35
H -1.38678 3.53313 -2.83906 -0.0474 0.1888 -0.0284 0.53
H 0.29874 3.06761 -3.07202 0.0172 -0.0017 -0.0264 -0.59
H -0.77293 2.90529 -5.22984 0.0002 0.0142 -0.0316 0.37
H 0.38242 4.25051 -5.23012 0.1678 -0.1732 0.0419 0.11
H -1.62683 5.64492 -4.67769 0.0089 -0.1326 -0.0582 0.12
H -2.51682 5.83749 -6.79678 0.0820 -0.0370 -0.0792 0.38
H -1.84763 4.27673 -7.24683 0.0984 0.0495 0.0194 0.39
H -0.55989 5.99310 -8.28285 -0.0179 0.0305 0.1056 0.38
H 0.50307 5.30176 -7.08330 0.0605 -0.0176 0.1835 0.33
H 1.09278 6.51132 -5.25042 -0.0761 -0.0621 0.0176 0.25
H -0.42465 7.27675 -4.66376 0.1486 -0.1082 0.1937 0.10
H 0.85772 8.26416 -5.34266 -0.0135 -0.0239 -0.1301 0.37


2.
17
Properties=species:S:1:pos:R:3:forces:R:3:mulliken_charge:R:1 method="wB97M-V/def2-TZVPD" relative_energy_kj_mol=355.4 smiles="CC(C)[C@@]12C=[N+]1C2" molar_mass_g_mol=96.15 lumo_energy_ev=-5.37 charge=+1 homo_ev=-15.8 total_energy_ha=-288.9476
C 1.77087 0.99522 -0.34800 -1.0853 -2.0045 0.1316 -0.39
C 1.81408 -1.07019 0.09067 0.2218 -0.3390 -0.7121 -0.30
C 0.77809 -0.00022 -0.28566 -0.5863 -1.4237 0.7565 0.48
C -1.24677 1.42541 0.11129 -0.8490 2.3691 -3.9447 -1.33
C -1.35307 -1.32011 -0.30422 -0.5378 3.0781 -0.7557 -1.07
C -0.63332 0.04203 0.21934 0.6019 -0.3599 -1.6430 0.47
N 2.33717 0.21305 0.50322 1.6710 0.9584 0.6088 -0.19
H 1.76847 2.00906 -0.41658 0.4586 2.7582 -0.5530 0.45
H 1.72102 -1.65819 0.99530 -0.6560 -0.6153 -0.2962 0.30
H 2.40548 -1.55125 -0.72254 -0.6238 0.4999 0.6537 0.30
H -0.43759 2.26173 0.02753 -1.4997 -1.4493 0.3818 0.25
H -1.94079 1.68885 0.89780 0.1643 -0.2010 0.4238 0.40
H -1.90676 1.56712 -0.85843 1.4313 -0.3343 1.6588 0.29
H -1.18460 -1.51079 -1.44242 -0.7811 0.6735 2.0303 0.31
H -2.42567 -1.07781 0.04296 1.4908 -1.3374 -0.9698 0.35
H -0.83115 -2.08838 0.21535 -0.2497 -0.8976 0.5747 0.40
H -0.63547 0.07447 1.27442 0.8291 -1.3751 1.6544 0.26